No. 1
Entry from the OMol25 dataset: a 5-piece molecular cluster, C50H86F9N3O6S2 overall (wB97M-V/def2-TZVPD).

The geometry in XYZ format:
```
156
Properties=species:S:1:pos:R:3:mulliken_charge:R:1
C 2.44 -4.76 3.25 -0.590
C 1.98 -4.48 1.96 -0.470
C 1.70 -3.03 1.47 0.625
O 0.71 -2.82 0.83 -0.415
O 2.61 -2.04 1.83 -0.218
C 3.10 -1.31 0.70 -0.424
C 3.82 -0.02 1.27 -0.539
C 3.34 1.26 0.45 0.088
C 3.82 2.59 1.16 -0.737
C 2.73 3.73 1.00 -0.842
C 2.47 4.12 -0.53 -0.824
C 1.29 3.27 -1.13 0.318
C -0.08 3.64 -0.69 -0.905
N -1.15 2.97 -1.10 -0.404
C -0.89 1.92 -1.96 -0.358
C -2.09 1.12 -2.40 -0.264
S -3.80 1.56 -1.88 1.327
O -4.71 1.68 -3.01 -0.608
O -3.89 2.85 -1.20 -0.600
C -4.35 0.34 -0.58 0.806
F -3.92 0.90 0.62 -0.306
F -3.68 -0.87 -0.62 -0.175
C -5.91 0.16 -0.42 0.533
F -6.40 1.38 0.00 -0.267
F -6.56 -0.08 -1.61 -0.235
C -6.37 -1.03 0.53 0.430
F -6.06 -2.26 0.03 -0.152
F -7.76 -0.98 0.54 -0.315
C -5.92 -0.92 2.03 0.607
F -5.97 0.32 2.56 -0.222
F -6.66 -1.72 2.86 -0.278
F -4.64 -1.41 2.10 -0.249
C -1.86 -0.05 -3.27 0.505
S -3.12 -1.21 -3.88 1.536
C -2.69 -2.99 -3.57 -0.994
O -3.21 -1.00 -5.34 -0.686
O -4.47 -1.07 -3.35 -0.519
C -0.45 -0.35 -3.73 -0.241
C -0.12 -1.54 -4.71 -0.782
C 0.46 -2.82 -3.92 -1.254
C 0.68 0.43 -3.32 -0.034
C 2.14 0.06 -3.82 -0.539
C 2.61 0.84 -5.13 -0.024
N 2.88 -0.04 -6.30 -0.657
C 0.47 1.62 -2.38 0.829
N 1.64 2.29 -1.99 0.079
H 3.49 -4.53 3.58 0.271
H 1.79 -5.29 3.99 0.235
H 1.77 -5.35 1.30 0.374
H 3.88 -1.89 0.14 0.257
H 2.29 -1.04 -0.03 0.219
H 3.47 0.12 2.32 0.247
H 4.94 -0.08 1.20 0.287
H 3.71 1.26 -0.61 0.015
H 2.22 1.26 0.45 0.145
H 4.78 2.99 0.74 0.317
H 4.00 2.41 2.25 0.345
H 3.14 4.67 1.48 0.366
H 1.79 3.49 1.55 0.503
H 3.39 4.06 -1.15 0.224
H 2.06 5.17 -0.49 0.545
H -0.23 4.47 0.04 0.484
H -3.59 -3.61 -3.37 0.526
H -1.89 -3.06 -2.78 0.168
H -2.21 -3.34 -4.53 0.318
H 0.69 -1.26 -5.43 0.290
H -0.99 -1.86 -5.32 0.548
H 1.55 -2.99 -4.16 0.373
H -0.16 -3.72 -4.15 0.354
H 0.34 -2.60 -2.82 0.247
H 2.28 -1.04 -3.96 0.286
H 2.85 0.36 -2.99 -0.242
H 1.87 1.65 -5.35 -0.106
H 3.59 1.34 -4.89 0.222
H 2.78 -1.03 -6.03 0.264
H 3.87 0.07 -6.54 0.308
C -5.62 -5.92 -1.13 -1.194
C -4.37 -6.61 -1.64 -0.436
C -4.50 -7.07 -3.10 -0.458
C -5.58 -8.12 -3.35 -0.883
C -5.45 -9.41 -2.53 -0.402
C -4.17 -10.17 -2.83 -1.176
H -6.48 -6.58 -1.13 0.317
H -5.46 -5.58 -0.10 0.372
H -5.85 -5.04 -1.74 0.271
H -4.11 -7.45 -0.99 0.382
H -3.53 -5.91 -1.58 0.324
H -3.53 -7.46 -3.43 0.358
H -4.71 -6.20 -3.73 0.262
H -5.58 -8.38 -4.41 0.422
H -6.57 -7.69 -3.15 0.316
H -6.30 -10.05 -2.75 0.373
H -5.50 -9.18 -1.46 0.237
H -4.11 -10.45 -3.88 0.292
H -4.13 -11.09 -2.24 0.376
H -3.28 -9.59 -2.58 0.277
C 5.33 8.12 -6.31 -1.216
C 3.91 7.88 -5.81 -0.423
C 3.87 7.35 -4.37 -0.783
C 4.53 5.99 -4.16 -0.560
C 3.98 4.86 -5.03 -0.408
C 2.51 4.56 -4.75 -0.774
H 5.91 7.20 -6.34 0.291
H 5.31 8.52 -7.33 0.383
H 5.85 8.84 -5.68 0.294
H 3.39 7.20 -6.48 0.250
H 3.37 8.83 -5.84 0.398
H 2.83 7.30 -4.05 0.293
H 4.36 8.08 -3.71 0.448
H 4.43 5.71 -3.11 0.116
H 5.61 6.07 -4.35 0.398
H 4.56 3.95 -4.84 0.260
H 4.11 5.09 -6.09 0.355
H 2.36 4.28 -3.71 -0.032
H 2.15 3.73 -5.37 0.306
H 1.88 5.43 -4.98 0.419
C 0.34 -1.76 4.50 -1.034
C -1.02 -2.42 4.32 -0.440
C -2.17 -1.42 4.23 -0.156
C -2.38 -0.56 5.48 -0.720
C -2.63 -1.35 6.76 -0.389
C -3.91 -2.19 6.71 -1.202
H 0.39 -1.20 5.44 0.495
H 1.13 -2.52 4.54 0.195
H 0.56 -1.08 3.68 0.132
H -1.20 -3.14 5.12 0.309
H -1.00 -3.00 3.39 0.298
H -3.09 -1.95 3.99 0.017
H -1.99 -0.74 3.38 0.349
H -3.23 0.11 5.30 0.440
H -1.51 0.09 5.63 0.131
H -2.72 -0.65 7.60 0.418
H -1.78 -1.99 6.99 0.234
H -4.78 -1.56 6.53 0.288
H -4.06 -2.71 7.66 0.388
H -3.86 -2.95 5.92 0.272
C 4.10 3.82 9.04 -1.210
C 4.60 3.45 7.65 -0.357
C 4.09 4.40 6.56 -0.665
C 2.57 4.41 6.37 -0.862
C 1.95 3.05 6.06 -0.443
C 2.44 2.45 4.75 -0.656
H 3.02 3.76 9.11 0.287
H 4.52 3.13 9.79 0.377
H 4.41 4.83 9.31 0.296
H 4.33 2.42 7.42 0.236
H 5.70 3.49 7.65 0.377
H 4.57 4.13 5.61 0.243
H 4.42 5.41 6.79 0.407
H 2.33 5.11 5.57 0.373
H 2.10 4.81 7.27 0.353
H 0.86 3.17 6.01 0.356
H 2.13 2.34 6.88 0.286
H 2.22 3.12 3.91 0.133
H 1.94 1.50 4.56 0.116
H 3.51 2.27 4.77 0.333
```

Its SMILES is C=CC(=O)OCCCCCCc1cnc2c(S(=O)(=O)C(F)(F)C(F)(F)C(F)(F)C(F)(F)F)c(S(C)(=O)=O)c(CC)c(CCN)c2n1.CCCCCC.CCCCCC.CCCCCC.CCCCCC.

No. 2
Entry from the OMol25 dataset: a 8-piece molecular cluster, C50H89F3N5O15 overall (wB97M-V/def2-TZVPD).

The geometry in XYZ format:
```
162
Properties=species:S:1:pos:R:3:mulliken_charge:R:1
C -6.83 -3.75 3.57 -1.468
C -6.58 -2.88 4.83 2.397
C -7.74 -1.88 4.97 -1.185
C -6.41 -3.82 6.05 -1.728
C -6.71 -3.26 7.44 -1.796
C -5.84 -2.18 8.09 2.404
C -6.51 -1.90 9.50 -0.981
C -6.96 -0.47 9.81 -1.064
C -8.28 -0.07 9.12 -0.611
N -8.39 1.39 9.04 -0.580
C -5.58 -0.85 7.35 -1.486
N -4.39 -0.31 8.07 0.042
C -3.97 -1.33 8.88 -2.195
N -3.26 -1.20 9.97 0.875
C -2.82 -2.28 10.88 -0.704
C -3.38 -3.67 10.70 -0.119
N -2.57 -4.61 10.47 -0.528
C -2.81 0.16 10.31 0.615
F -2.02 0.10 11.37 -0.246
F -3.86 0.93 10.60 -0.223
F -2.13 0.69 9.29 -0.188
N -4.43 -2.57 8.43 0.751
C -3.56 -3.05 7.32 0.241
C -2.13 -2.49 7.39 0.530
O -1.41 -2.79 8.31 -0.531
C -1.68 -1.56 6.33 0.210
C -0.83 -0.51 6.68 -0.562
C -0.39 0.39 5.73 -0.746
C -0.77 0.25 4.40 -0.545
C -1.58 -0.81 4.03 -0.658
C -2.05 -1.70 4.99 0.061
H -6.18 -3.41 2.77 0.068
H -6.51 -4.78 3.78 0.441
H -7.87 -3.77 3.27 0.402
H -5.64 -2.36 4.61 -0.403
H -7.60 -1.08 4.24 0.080
H -8.68 -2.36 4.71 0.562
H -7.82 -1.40 5.95 -0.276
H -7.12 -4.64 5.90 0.726
H -5.43 -4.29 6.00 0.465
H -6.74 -4.08 8.16 0.462
H -7.72 -2.84 7.43 0.626
H -7.43 -2.50 9.54 0.558
H -5.88 -2.31 10.28 0.198
H -6.20 0.29 9.65 0.206
H -7.17 -0.44 10.89 0.712
H -9.12 -0.47 9.70 0.479
H -8.31 -0.47 8.11 0.160
H -8.62 1.71 8.11 0.192
H -9.05 1.77 9.70 0.221
H -5.29 -0.92 6.30 0.536
H -6.40 -0.14 7.36 0.282
H -3.66 0.10 7.49 0.370
H -3.07 -1.94 11.89 0.629
H -1.74 -2.35 10.85 0.465
H -4.45 -3.85 10.79 0.382
H -3.06 -5.50 10.41 0.291
H -3.99 -2.85 6.34 -0.687
H -3.48 -4.14 7.42 0.501
H -0.49 -0.39 7.70 0.515
H 0.24 1.22 6.00 0.410
H -0.44 0.95 3.65 0.474
H -1.89 -0.99 3.00 0.425
H -2.69 -2.53 4.69 0.424
O -4.73 -1.07 1.78 -0.546
C -4.26 -1.27 0.68 0.841
O -3.12 -0.62 0.36 -0.331
C -2.37 -0.92 -0.83 0.223
C -2.88 -0.14 -2.02 -1.057
C -4.93 -2.15 -0.34 -0.933
H -2.35 -1.99 -1.02 0.403
H -1.35 -0.62 -0.60 -0.315
H -3.90 -0.41 -2.27 0.321
H -2.25 -0.33 -2.89 0.371
H -2.86 0.93 -1.81 0.287
H -5.63 -1.55 -0.92 0.152
H -5.50 -2.91 0.19 0.234
H -4.24 -2.66 -1.00 0.393
O -7.94 -1.50 -1.43 -0.539
C -8.47 -0.60 -0.85 0.953
O -7.77 0.05 0.10 -0.389
C -8.21 1.25 0.72 -0.506
C -9.11 0.99 1.91 -0.439
C -9.92 -0.24 -1.08 -1.242
H -8.69 1.91 -0.01 0.378
H -7.30 1.75 1.04 0.363
H -10.03 0.48 1.62 0.279
H -9.37 1.92 2.40 0.401
H -8.59 0.35 2.63 -0.148
H -10.54 -0.84 -0.42 0.290
H -10.16 -0.48 -2.11 0.339
H -10.14 0.81 -0.93 0.355
O 1.29 -0.23 -4.39 -0.580
C 1.90 -0.08 -3.37 0.553
O 1.20 0.16 -2.23 -0.358
C 1.78 0.15 -0.93 -0.150
C 2.38 1.49 -0.56 -0.979
C 3.41 -0.08 -3.30 -0.820
H 2.51 -0.66 -0.83 0.366
H 0.96 -0.08 -0.26 0.172
H 3.21 1.75 -1.23 0.172
H 2.75 1.48 0.46 0.376
H 1.63 2.28 -0.65 0.308
H 3.77 0.93 -3.48 0.178
H 3.79 -0.72 -4.09 0.372
H 3.82 -0.45 -2.37 0.356
O 6.48 -0.22 -2.79 -0.567
C 6.87 0.86 -3.17 0.976
O 6.47 1.33 -4.35 -0.337
C 6.72 2.67 -4.82 -0.463
C 8.07 2.78 -5.49 -0.313
C 7.87 1.66 -2.36 -1.307
H 6.59 3.39 -4.01 0.423
H 5.93 2.86 -5.54 0.352
H 8.88 2.58 -4.78 0.191
H 8.21 3.77 -5.93 0.267
H 8.16 2.06 -6.29 -0.101
H 8.87 1.35 -2.66 0.268
H 7.72 1.42 -1.31 0.381
H 7.77 2.73 -2.48 0.392
O 10.58 -1.23 -6.70 -0.579
C 9.42 -1.42 -6.96 0.850
O 9.13 -2.01 -8.14 -0.420
C 7.81 -2.44 -8.48 -0.475
C 6.99 -1.33 -9.11 -0.483
C 8.30 -0.93 -6.08 -0.637
H 7.31 -2.88 -7.62 0.385
H 7.95 -3.25 -9.20 0.348
H 6.84 -0.50 -8.41 0.111
H 6.02 -1.70 -9.42 0.408
H 7.51 -0.93 -9.98 -0.020
H 8.04 0.08 -6.36 -0.205
H 8.65 -0.93 -5.05 0.345
H 7.41 -1.56 -6.11 0.348
O 9.15 2.57 -8.47 -0.449
C 9.70 2.02 -9.39 0.865
O 9.20 2.20 -10.63 -0.358
C 9.87 1.74 -11.81 -0.491
C 9.54 0.30 -12.13 -0.958
C 10.87 1.09 -9.19 -1.061
H 10.94 1.91 -11.73 0.372
H 9.51 2.40 -12.60 0.364
H 9.89 -0.37 -11.35 0.228
H 10.01 0.01 -13.07 0.408
H 8.46 0.17 -12.22 0.271
H 10.50 0.08 -9.01 0.084
H 11.41 1.42 -8.30 0.304
H 11.57 1.07 -10.02 0.401
O 7.44 5.36 -7.00 -0.554
C 7.19 5.71 -8.12 0.537
O 6.22 6.64 -8.29 -0.364
C 5.97 7.28 -9.54 -0.416
C 5.01 6.48 -10.40 -0.927
C 7.84 5.10 -9.34 -0.685
H 6.90 7.50 -10.06 0.385
H 5.52 8.23 -9.28 0.312
H 5.43 5.51 -10.67 0.244
H 4.78 7.02 -11.32 0.352
H 4.08 6.29 -9.86 0.290
H 7.27 4.23 -9.65 0.213
H 8.84 4.77 -9.07 0.163
H 7.93 5.79 -10.17 0.348
```

The total charge is +1.

No. 3
Entry from the OMol25 dataset: a 11-piece molecular cluster, C50H95N11O15 overall (wB97M-V/def2-TZVPD).

The geometry in XYZ format:
```
171
Properties=species:S:1:pos:R:3:mulliken_charge:R:1
C 0.56 2.32 -4.09 -0.632
C 1.86 1.81 -3.17 0.580
O 3.15 1.94 -3.87 -0.364
C 4.22 1.16 -3.24 -0.704
C 4.08 0.98 -1.61 0.499
C 3.56 -0.33 -1.07 -0.394
C 3.34 -0.58 0.57 0.093
O 3.60 -1.75 1.16 -0.551
C 2.82 0.78 1.39 0.342
C 1.76 0.76 2.65 -0.448
C 1.34 2.25 3.28 0.110
N 0.34 2.36 4.42 -0.577
C -0.91 1.98 3.91 0.517
C -1.75 2.81 2.77 -0.657
C -1.57 0.57 4.47 -0.690
C 1.96 3.68 2.71 0.479
C 1.53 5.18 3.31 -0.841
C 0.41 5.95 2.35 -0.200
C 1.09 6.81 1.11 0.013
O 0.14 7.84 0.65 -0.448
C 0.72 8.37 -0.63 -0.321
C 3.02 3.67 1.46 -0.028
O 3.65 4.88 0.86 -0.482
C 3.43 2.22 0.82 0.388
C 4.47 2.17 -0.49 0.031
O 5.54 2.98 -0.61 -0.442
H 0.90 2.22 -5.21 0.266
H 0.22 3.42 -3.81 0.287
H -0.38 1.63 -3.85 -0.016
H 1.89 2.58 -2.26 -0.058
H 1.59 0.72 -2.84 -0.118
H 5.26 1.72 -3.42 0.246
H 4.30 0.13 -3.81 0.264
H 3.25 -1.19 -1.82 0.323
H 1.35 -0.26 3.04 0.330
H -2.63 2.10 2.41 0.241
H -2.23 3.82 3.16 0.268
H -1.04 2.97 1.84 0.170
H -2.74 0.54 4.43 0.253
H -1.28 0.53 5.63 0.281
H -1.18 -0.39 3.91 0.200
H 2.54 5.82 3.29 0.353
H 1.14 5.01 4.41 0.336
H -0.34 5.16 1.85 -0.014
H -0.16 6.74 3.02 0.267
H 1.41 6.09 0.20 0.002
H 2.12 7.28 1.48 0.145
H 0.26 9.42 -0.92 0.301
H 0.36 7.62 -1.49 0.203
H 1.90 8.35 -0.64 0.035
H 3.33 4.84 -0.11 0.225
C -6.91 -2.40 2.42 -0.373
N -5.69 -1.70 2.75 0.271
C -4.42 -2.37 2.53 -0.679
C -5.69 -0.42 3.26 -0.002
O -4.69 0.23 3.56 -0.584
H -6.96 -3.32 3.01 0.191
H -6.90 -2.65 1.36 -0.013
H -7.79 -1.78 2.64 0.332
H -3.88 -2.44 3.48 -0.010
H -3.82 -1.77 1.83 0.351
H -4.58 -3.37 2.12 0.238
H -6.70 -0.01 3.39 0.259
C -7.37 -3.96 -3.25 -0.787
N -6.38 -4.06 -2.20 0.267
C -4.98 -4.14 -2.56 -1.006
C -6.74 -4.09 -0.86 0.061
O -5.96 -4.17 0.08 -0.647
H -7.29 -4.84 -3.90 0.245
H -7.17 -3.05 -3.83 0.282
H -8.38 -3.90 -2.84 0.308
H -4.57 -5.08 -2.16 0.301
H -4.45 -3.30 -2.10 0.160
H -4.86 -4.11 -3.64 0.480
H -7.82 -4.02 -0.70 0.308
C 5.15 8.99 -4.32 -0.958
N 4.28 8.59 -3.23 0.196
C 3.79 9.61 -2.32 -0.924
C 3.91 7.28 -3.03 0.124
O 3.18 6.88 -2.14 -0.606
H 6.04 9.46 -3.90 0.335
H 4.62 9.71 -4.95 0.360
H 5.45 8.13 -4.92 0.288
H 4.11 9.37 -1.31 0.291
H 2.69 9.61 -2.35 0.255
H 4.16 10.60 -2.61 0.394
H 4.34 6.59 -3.78 0.265
C -5.67 -7.31 4.99 -0.776
N -6.79 -6.81 4.22 0.142
C -7.74 -7.76 3.67 -0.963
C -6.98 -5.47 3.99 0.509
O -7.90 -4.98 3.34 -0.699
H -5.08 -7.98 4.36 0.363
H -6.06 -7.86 5.85 0.325
H -5.04 -6.50 5.34 0.135
H -7.76 -7.65 2.58 0.267
H -8.74 -7.53 4.06 0.299
H -7.46 -8.78 3.93 0.391
H -6.20 -4.84 4.45 0.016
C -4.45 -8.37 -4.69 -1.033
N -5.57 -7.87 -5.46 0.146
C -6.52 -8.82 -6.01 -0.981
C -5.76 -6.53 -5.69 0.354
O -6.68 -6.04 -6.33 -0.637
H -3.86 -9.04 -5.31 0.477
H -4.84 -8.92 -3.82 0.312
H -3.82 -7.55 -4.33 0.275
H -6.54 -8.71 -7.09 0.304
H -7.52 -8.59 -5.61 0.296
H -6.24 -9.84 -5.74 0.369
H -4.98 -5.90 -5.23 0.163
C -0.76 -0.88 -4.25 -0.994
N -1.97 -1.68 -4.24 0.196
C -3.23 -1.04 -3.90 -0.722
C -1.97 -3.02 -4.54 0.030
O -2.95 -3.75 -4.55 -0.574
H -0.61 -0.46 -3.25 0.382
H -0.88 -0.08 -4.98 0.378
H 0.11 -1.49 -4.52 0.228
H -3.66 -1.53 -3.03 0.114
H -3.92 -1.15 -4.75 0.314
H -3.08 0.02 -3.69 0.319
H -0.96 -3.41 -4.78 0.269
C 10.51 4.74 0.12 -0.668
N 9.40 5.24 -0.66 0.196
C 8.45 4.30 -1.20 -0.972
C 9.21 6.59 -0.89 0.179
O 8.29 7.08 -1.53 -0.616
H 11.11 4.07 -0.51 0.334
H 10.13 4.19 0.98 0.311
H 11.15 5.56 0.47 0.102
H 8.42 4.40 -2.29 0.301
H 7.45 4.52 -0.81 0.311
H 8.72 3.27 -0.94 0.378
H 9.99 7.22 -0.43 0.169
C 13.52 10.23 1.95 -0.915
N 12.31 9.44 1.95 0.133
C 11.06 10.08 2.29 -0.925
C 12.32 8.09 1.65 0.139
O 11.33 7.36 1.64 -0.626
H 13.67 10.65 2.94 0.335
H 13.41 11.04 1.22 0.344
H 14.39 9.62 1.68 0.293
H 10.63 9.58 3.16 0.294
H 10.37 9.97 1.45 0.280
H 11.21 11.14 2.50 0.375
H 13.32 7.71 1.41 0.263
C -0.48 -10.00 -2.00 -0.924
N -1.02 -10.64 -3.18 0.127
C -1.72 -11.90 -3.02 -0.925
C -0.88 -10.10 -4.44 0.100
O -1.31 -10.60 -5.47 -0.585
H 0.24 -10.67 -1.52 0.340
H -1.30 -9.78 -1.31 0.333
H 0.02 -9.06 -2.26 0.295
H -1.21 -12.67 -3.61 0.302
H -2.74 -11.78 -3.40 0.255
H -1.75 -12.20 -1.97 0.385
H -0.33 -9.15 -4.44 0.311
C -4.08 -2.53 8.60 -0.935
N -4.59 -3.41 7.57 0.119
C -5.60 -4.39 7.91 -0.821
C -4.13 -3.35 6.27 0.217
O -4.51 -4.06 5.35 -0.603
H -3.64 -3.14 9.40 0.346
H -4.92 -1.95 9.01 0.350
H -3.33 -1.85 8.20 0.266
H -5.22 -5.39 7.69 0.250
H -6.49 -4.21 7.30 0.275
H -5.86 -4.32 8.97 0.371
H -3.36 -2.57 6.12 0.109
```

Its SMILES is CCOCC1=CC(=O)c2cc(N=C(C)C)c(CCCOC)c(O)c2C1=O.CN(C)C=O.CN(C)C=O.CN(C)C=O.CN(C)C=O.CN(C)C=O.CN(C)C=O.CN(C)C=O.CN(C)C=O.CN(C)C=O.CN(C)C=O. The energy above the lowest of the compared OMol25 structures with the same formula, charge and spin is 411.3 kcal per mole.

What did we get for gap between HOMO and LUMO? Answer: 7.3, 7.7, 6.5 eV, in the order shown.
What did we get for max |F|? Answer: 6.05, 1.25, 8.51 eV/Å, in the order shown.